# 1
Here is the molecule C3H9NO2 from OMol25. Energies are from the ωB97M-V functional and the def2-TZVPD basis.

Element x y z (Å)
C  -0.028  -0.766  1.208
O  -1.252  -1.367  1.603
C  -0.204  0.238  0.084
C  1.123  0.931  -0.215
O  1.022  1.776  -1.335
N  -0.735  -0.371  -1.117
H  0.381  -0.257  2.076
H  0.671  -1.554  0.916
H  -1.895  -1.219  0.895
H  -0.893  0.997  0.433
H  1.901  0.166  -0.368
H  1.456  1.543  0.622
H  0.628  1.237  -2.035
H  -0.602  -1.357  -1.247
H  -1.574  0.001  -1.518

Values from the calculation:
SMILES string   NC(CO)CO
HOMO level   -9.6 eV
Kohn-Sham gap   10.392 eV
Total charge   0
Largest force on an atom   0.4 eV/A
Relative energy (zero: lowest compared OMol25 entry of this formula, charge and spin)   32.8 kcal per mole

# 2
Here is a cluster of 2 separate species, C3H9NO2 in total at a distorted geometry from OMol25. Energies are from the ωB97M-V functional and the def2-TZVPD basis.

Element x y z (Å)
C  -0.960  -1.452  1.987
N  0.064  -1.984  1.060
H  -0.677  2.989  -2.332
H  0.678  -2.653  1.459
H  -0.262  -2.349  0.191
H  -1.198  -2.088  2.889
H  -1.944  -1.324  1.585
H  -0.495  -0.519  2.307
C  0.701  0.824  -0.813
C  0.717  1.743  -1.972
O  1.202  1.821  -3.062
O  -0.029  2.908  -1.572
H  0.793  1.525  0.027
H  1.636  0.288  -0.975
H  -0.225  0.271  -0.779

Values from the calculation:
SMILES string   CC(=O)O.CN
HOMO level   -9.4 eV
Kohn-Sham gap   10.078 eV
Total charge   0
Largest force on an atom   3.7 eV/A
Relative energy (zero: lowest compared OMol25 entry of this formula, charge and spin)   41.5 kcal per mole